[1]
{"formula": "C20H49B2NO16P5", "method": "ωB97M-V/def2-TZVPD", "e_above_lowest_kj_mol": 0.0, "charge": 1, "max_force_ha_per_bohr": 0.15080, "gap_ev": 8.46, "elements": ["C", "C", "P", "C", "C", "P", "C", "B", "O", "O", "B", "O", "O", "C", "C", "C", "C", "C", "N", "C", "H", "H", "H", "H", "H", "H", "H", "H", "H", "H", "H", "H", "H", "H", "H", "H", "H", "H", "H", "H", "H", "H", "C", "O", "P", "O", "O", "C", "O", "C", "H", "H", "H", "H", "H", "H", "H", "H", "H", "C", "O", "P", "O", "O", "C", "O", "C", "H", "H", "H", "H", "H", "H", "H", "H", "H", "C", "O", "P", "O", "O", "C", "O", "C", "H", "H", "H", "H", "H", "H", "H", "H", "H"], "positions_angstrom": [[1.26, 2.05, 5.85], [0.76, 2.19, 4.37], [-1.05, 2.55, 4.50], [-1.91, 1.02, 5.09], [-2.95, 1.34, 6.19], [-1.85, 2.93, 2.49], [-1.01, 4.33, 1.72], [0.21, 3.92, 0.79], [1.48, 4.30, 1.17], [0.04, 3.24, -0.38], [-1.65, 1.27, 1.48], [-0.38, 0.73, 1.48], [-2.68, 0.66, 0.88], [-2.60, -0.79, 0.96], [-3.59, 3.35, 2.76], [-4.06, 4.63, 2.52], [-5.39, 4.90, 2.79], [-6.17, 3.88, 3.30], [-5.76, 2.63, 3.52], [-4.49, 2.41, 3.25], [1.43, 3.03, 6.28], [0.43, 1.62, 6.41], [2.13, 1.40, 5.89], [1.25, 3.02, 3.85], [0.90, 1.27, 3.80], [-1.13, 0.37, 5.49], [-2.39, 0.45, 4.29], [-3.97, 1.14, 5.87], [-2.89, 2.39, 6.50], [-2.75, 0.68, 7.03], [-0.60, 4.95, 2.52], [-1.68, 4.95, 1.13], [1.90, 4.78, 0.44], [0.87, 2.78, -0.61], [0.14, 1.04, 0.73], [-1.89, -1.20, 0.25], [-2.35, -1.07, 1.98], [-3.58, -1.22, 0.75], [-3.41, 5.41, 2.15], [-5.80, 5.89, 2.64], [-7.21, 4.10, 3.53], [-4.12, 1.40, 3.44], [2.18, 1.39, -6.36], [2.61, 1.71, -5.01], [2.03, 0.83, -3.75], [1.95, 1.84, -2.67], [3.36, -0.07, -3.61], [3.75, -0.91, -4.71], [1.11, -0.41, -3.20], [-0.30, -0.17, -3.07], [1.90, 2.31, -6.87], [3.00, 0.92, -6.90], [1.33, 0.72, -6.37], [4.58, -0.44, -5.24], [2.93, -1.09, -5.41], [4.09, -1.86, -4.31], [-0.72, 0.24, -3.98], [-0.49, 0.52, -2.24], [-0.78, -1.12, -2.85], [3.08, -5.12, 8.07], [2.91, -3.70, 8.32], [2.12, -2.73, 7.22], [2.89, -1.47, 7.43], [0.76, -2.74, 8.12], [0.04, -3.97, 8.28], [1.23, -2.22, 5.91], [1.99, -1.96, 4.72], [4.12, -5.38, 8.27], [2.44, -5.69, 8.73], [2.86, -5.38, 7.03], [0.24, -4.38, 9.26], [0.30, -4.70, 7.51], [-1.03, -3.75, 8.20], [2.58, -2.83, 4.45], [2.63, -1.09, 4.88], [1.30, -1.75, 3.91], [-1.16, -1.85, -10.89], [-0.15, -1.21, -10.07], [1.09, -2.09, -9.42], [1.31, -1.41, -8.13], [2.15, -1.61, -10.54], [1.94, -1.94, -11.91], [1.87, -3.52, -9.27], [1.36, -4.46, -8.30], [-2.14, -1.52, -10.56], [-1.02, -1.56, -11.93], [-1.12, -2.94, -10.82], [1.56, -1.06, -12.44], [1.23, -2.76, -12.03], [2.89, -2.23, -12.35], [0.29, -4.63, -8.44], [1.54, -4.09, -7.29], [1.88, -5.40, -8.44]], "lowdin_charge": [-0.123, -0.417, 0.911, -0.418, -0.142, 0.972, -0.173, -0.724, 0.162, 0.175, -0.752, 0.125, 0.040, -0.018, -0.319, -0.054, -0.035, -0.118, 0.102, -0.157, 0.076, 0.047, 0.074, 0.071, 0.060, 0.072, 0.055, 0.062, 0.057, 0.074, 0.099, 0.095, 0.127, 0.103, 0.113, 0.095, 0.092, 0.101, 0.100, 0.114, 0.116, 0.098, -0.090, -0.214, 0.504, -0.251, -0.243, -0.096, -0.219, -0.102, 0.089, 0.086, 0.069, 0.093, 0.074, 0.090, 0.087, 0.072, 0.086, -0.107, -0.225, 0.568, -0.244, -0.253, -0.111, -0.248, -0.126, 0.088, 0.082, 0.079, 0.090, 0.079, 0.088, 0.083, 0.076, 0.079, -0.102, -0.223, 0.504, -0.250, -0.243, -0.107, -0.216, -0.099, 0.087, 0.084, 0.082, 0.091, 0.078, 0.092, 0.082, 0.083, 0.089]}



[2]
{"formula": "C36H59F6NO22Y", "method": "ωB97M-V/def2-TZVPD", "charge": 1, "max_force_ha_per_bohr": 0.10250, "gap_ev": 1.56, "elements": ["Y", "C", "O", "O", "C", "F", "F", "F", "C", "C", "H", "H", "H", "H", "H", "H", "C", "O", "O", "C", "F", "F", "F", "C", "C", "H", "H", "H", "H", "H", "H", "O", "C", "O", "C", "C", "C", "H", "H", "H", "H", "H", "H", "H", "H", "O", "C", "O", "C", "C", "C", "H", "H", "H", "H", "H", "H", "H", "H", "O", "C", "O", "C", "C", "C", "H", "H", "H", "H", "H", "H", "H", "H", "C", "C", "C", "C", "N", "H", "H", "H", "H", "H", "H", "H", "C", "C", "O", "C", "O", "O", "H", "H", "H", "H", "C", "C", "O", "C", "O", "O", "H", "H", "H", "H", "C", "C", "O", "C", "O", "O", "H", "H", "H", "H", "C", "C", "O", "C", "O", "O", "H", "H", "H", "H"], "positions_angstrom": [[-1.33, 6.59, -2.93], [6.15, 6.66, -2.35], [6.65, 7.98, -2.87], [4.72, 6.68, -2.64], [7.15, 5.50, -2.85], [6.95, 5.65, -4.13], [8.46, 5.76, -2.66], [6.85, 4.27, -2.55], [7.78, 8.74, -2.28], [7.48, 9.29, -0.86], [6.92, 8.59, -0.25], [8.45, 9.57, -0.45], [6.84, 10.17, -0.91], [8.24, 9.54, -2.85], [8.65, 8.08, -2.30], [6.13, 6.63, -1.26], [-1.74, 0.34, -0.71], [-0.31, 0.26, -0.40], [-1.91, 1.52, -1.45], [-2.26, -1.12, -1.09], [-3.22, -0.90, -2.01], [-1.37, -1.87, -1.72], [-2.73, -1.85, 0.01], [0.05, -0.20, 0.88], [1.34, 0.53, 1.17], [1.15, 1.60, 1.21], [1.69, 0.28, 2.18], [2.14, 0.35, 0.45], [0.16, -1.28, 0.85], [-0.68, -0.05, 1.68], [-2.26, 0.69, 0.18], [-6.73, 8.00, -3.32], [-7.96, 8.00, -3.15], [-8.79, 7.49, -4.09], [-8.40, 7.12, -5.38], [-8.35, 5.58, -5.35], [-8.63, 8.66, -2.06], [-7.34, 7.33, -5.55], [-9.17, 7.41, -6.09], [-7.40, 5.23, -4.93], [-8.61, 5.19, -6.34], [-9.26, 5.34, -4.81], [-7.91, 8.85, -1.27], [-9.54, 8.16, -1.71], [-8.82, 9.68, -2.39], [-11.22, 2.25, 0.59], [-12.15, 2.13, -0.19], [-12.49, 1.01, -0.79], [-11.64, -0.14, -0.82], [-11.60, -0.88, 0.49], [-13.23, 3.18, -0.35], [-10.62, 0.12, -1.10], [-12.13, -0.87, -1.46], [-10.90, -1.71, 0.53], [-12.58, -1.34, 0.63], [-11.36, -0.20, 1.31], [-12.85, 4.03, -0.92], [-13.71, 3.50, 0.58], [-14.13, 2.78, -0.82], [8.83, -5.99, 4.58], [8.56, -6.28, 5.75], [7.34, -5.97, 6.33], [6.42, -5.24, 5.55], [5.68, -6.26, 4.70], [9.48, -6.99, 6.69], [6.66, -4.30, 5.05], [5.78, -4.87, 6.35], [4.74, -5.95, 4.23], [5.48, -7.24, 5.14], [6.34, -6.56, 3.88], [10.08, -6.37, 7.35], [10.17, -7.46, 5.99], [9.11, -7.87, 7.23], [9.12, -3.31, -4.82], [9.55, -2.97, -3.37], [8.53, -3.42, -2.34], [8.17, -4.85, -2.51], [7.94, -5.97, -2.53], [8.69, -4.29, -5.01], [9.98, -3.23, -5.47], [8.41, -2.56, -5.19], [9.70, -1.89, -3.27], [10.56, -3.35, -3.23], [7.60, -2.86, -2.43], [8.92, -3.25, -1.34], [0.38, -8.86, -2.50], [0.01, -10.35, -2.41], [-1.24, -10.31, -1.71], [-1.31, -9.06, -1.07], [-2.27, -8.62, -0.42], [-0.29, -8.32, -1.37], [-0.03, -8.32, -3.35], [1.44, -8.67, -2.31], [0.66, -11.07, -1.93], [-0.10, -10.71, -3.43], [1.24, 2.81, 8.48], [2.59, 3.23, 8.84], [2.93, 2.35, 9.92], [1.85, 1.85, 10.46], [1.76, 1.07, 11.40], [0.83, 2.42, 9.79], [1.21, 2.09, 7.66], [0.65, 3.67, 8.15], [2.50, 4.15, 9.42], [3.31, 3.35, 8.03], [-6.27, -4.18, 6.44], [-5.76, -2.81, 6.00], [-5.41, -2.14, 7.22], [-5.95, -2.80, 8.29], [-5.70, -2.47, 9.41], [-6.60, -3.90, 7.79], [-5.54, -4.99, 6.40], [-7.06, -4.55, 5.79], [-6.62, -2.35, 5.52], [-4.98, -2.80, 5.24], [1.71, -1.12, -8.47], [2.63, -0.41, -7.57], [3.44, 0.43, -8.44], [2.83, 0.45, -9.64], [3.17, 0.91, -10.69], [1.81, -0.39, -9.65], [0.69, -1.26, -8.12], [2.07, -2.12, -8.71], [3.02, -1.19, -6.92], [1.91, 0.33, -7.22]], "lowdin_charge": [1.005, -0.225, -0.074, 0.027, -0.581, 0.172, 0.155, 0.210, -0.191, -0.059, 0.064, 0.082, 0.074, 0.121, 0.099, 0.171, -0.295, -0.072, 0.023, -0.485, 0.143, 0.181, 0.113, -0.265, -0.065, 0.077, 0.079, 0.083, 0.126, 0.125, 0.183, 0.047, -0.524, -0.029, -0.224, -0.067, 0.014, 0.112, 0.130, 0.079, 0.074, 0.079, 0.096, 0.104, 0.108, 0.086, -0.541, -0.004, -0.208, -0.080, 0.017, 0.125, 0.121, 0.080, 0.079, 0.073, 0.085, 0.087, 0.079, 0.081, -0.471, -0.032, -0.242, -0.072, 0.013, 0.124, 0.113, 0.072, 0.080, 0.067, 0.093, 0.085, 0.090, -0.107, -0.255, -0.190, -0.239, 0.143, 0.067, 0.069, 0.068, 0.104, 0.108, 0.114, 0.116, -0.092, -0.123, 0.044, -0.530, 0.111, 0.062, 0.137, 0.135, 0.131, 0.126, -0.138, -0.131, 0.080, -0.570, 0.140, 0.066, 0.135, 0.138, 0.140, 0.141, -0.140, -0.123, 0.049, -0.515, 0.171, 0.050, 0.127, 0.130, 0.122, 0.128, -0.185, -0.097, 0.083, -0.589, 0.160, 0.076, 0.140, 0.133, 0.145, 0.135]}



[3]
{"formula": "C2H9NS", "method": "ωB97M-V/def2-TZVPD", "e_above_lowest_kj_mol": 32.2, "charge": 0, "max_force_ha_per_bohr": 0.02900, "smiles": "CCN.S", "gap_ev": 10.48, "elements": ["C", "C", "N", "H", "H", "H", "H", "H", "H", "H", "S", "H", "H"], "positions_angstrom": [[0.95, -0.02, 1.01], [0.93, -0.86, -0.28], [-0.48, -1.02, -0.66], [1.95, 0.24, 1.32], [0.31, 0.80, 0.71], [0.54, -0.62, 1.82], [1.35, -0.26, -1.08], [1.46, -1.82, -0.22], [-0.99, -1.66, -0.07], [-0.58, -1.36, -1.61], [-1.81, 2.80, -0.38], [-2.44, 1.97, 0.46], [-1.18, 1.81, -1.01]], "nbo_charge": [-0.618, -0.212, -0.857, 0.209, 0.223, 0.197, 0.181, 0.168, 0.352, 0.358, -0.301, 0.146, 0.154]}



[4]
{"formula": "C10H16", "method": "ωB97M-V/def2-TZVPD", "e_above_lowest_kj_mol": 52.0, "charge": -1, "s2": 0.761, "max_force_ha_per_bohr": 0.03676, "gap_ev": [3.13, 7.26], "multiplicity": 2, "elements": ["C", "C", "C", "C", "C", "C", "C", "H", "H", "H", "H", "H", "H", "H", "H", "C", "C", "C", "H", "H", "H", "H", "H", "H", "H", "H"], "positions_angstrom": [[-2.89, 0.36, 1.80], [-0.96, 1.55, -1.31], [-0.52, 0.32, -1.89], [-1.77, 1.47, -0.11], [-2.13, 0.29, 0.49], [-0.89, -0.84, -1.26], [-1.73, -0.93, -0.11], [-0.71, 2.52, -1.71], [0.20, 0.41, -2.69], [-1.94, 2.43, 0.37], [-0.77, -1.77, -1.82], [-3.30, -0.63, 2.04], [-3.70, 1.06, 1.63], [-1.89, -1.89, 0.37], [-2.21, 0.51, 2.64], [2.62, 0.03, -0.13], [1.82, 0.16, 1.17], [2.61, -1.36, -0.71], [2.12, 0.71, -0.83], [3.58, 0.50, 0.08], [1.17, -0.71, 1.32], [2.95, -2.13, 0.00], [1.60, -1.66, -0.99], [1.15, 1.02, 1.19], [2.40, 0.15, 2.09], [3.18, -1.58, -1.61]], "nbo_charge": [-0.636, -0.434, -0.261, -0.309, -0.028, -0.301, -0.460, 0.171, 0.181, 0.168, 0.172, 0.189, 0.205, 0.173, 0.196, -0.421, -0.618, -0.617, 0.221, 0.180, 0.214, 0.180, 0.240, 0.229, 0.175, 0.190]}



[5]
{"formula": "C5H8N2", "method": "ωB97M-V/def2-TZVPD", "e_above_lowest_kj_mol": 79.9, "charge": 0, "max_force_ha_per_bohr": 0.01709, "smiles": "Cc1cc(N)c[nH]1", "gap_ev": 8.39, "elements": ["C", "C", "C", "C", "N", "C", "N", "H", "H", "H", "H", "H", "H", "H", "H"], "positions_angstrom": [[2.23, -0.44, -0.09], [0.85, -0.32, 0.44], [-0.24, -0.96, -0.08], [-1.27, 0.02, -0.17], [-2.53, -0.22, -0.72], [-0.77, 1.20, 0.32], [0.50, 0.95, 0.79], [2.95, -0.19, 0.68], [2.38, -1.42, -0.54], [2.20, 0.35, -0.84], [-0.27, -1.96, -0.48], [-3.22, 0.38, -0.30], [-2.80, -1.19, -0.63], [-1.23, 2.16, 0.47], [1.18, 1.66, 1.04]], "nbo_charge": [-0.632, 0.138, -0.338, 0.101, -0.808, -0.156, -0.508, 0.207, 0.224, 0.214, 0.215, 0.368, 0.370, 0.204, 0.402]}



[6]
{"formula": "C10H21Cl2OPTb", "method": "ωB97M-V/def2-TZVPD", "e_above_lowest_kj_mol": 0.0, "charge": -1, "s2": 12.889, "max_force_ha_per_bohr": 0.06711, "gap_ev": [6.51, 2.67], "multiplicity": 7, "elements": ["Tb", "Cl", "Cl", "C", "H", "H", "C", "C", "H", "C", "H", "C", "H", "H", "C", "H", "H", "C", "H", "H", "H", "H", "C", "P", "C", "C", "O", "H", "H", "H", "H", "H", "H", "H", "H", "H"], "positions_angstrom": [[-2.76, -1.93, 0.56], [-1.03, -3.74, 0.26], [-4.43, -1.01, -1.05], [0.89, 0.27, -1.46], [0.22, 1.05, -1.16], [0.29, -0.48, -1.94], [1.76, -0.25, -0.36], [2.27, 0.47, -1.74], [1.76, 0.40, 0.52], [2.80, -0.48, -2.81], [2.63, 1.51, -1.64], [2.41, -1.96, -2.63], [2.46, -0.14, -3.80], [3.89, -0.38, -2.78], [2.80, -2.45, -1.25], [1.34, -2.09, -2.77], [2.93, -2.55, -3.40], [2.07, -1.70, -0.11], [2.61, -3.53, -1.15], [3.88, -2.30, -1.14], [1.16, -2.27, 0.18], [2.72, -1.74, 0.78], [-0.69, 2.25, 2.22], [-2.21, 1.36, 1.95], [-3.22, 1.34, 3.42], [-3.14, 2.17, 0.66], [-1.92, -0.10, 1.48], [-0.32, 2.61, 1.24], [0.03, 1.54, 2.66], [-0.85, 3.10, 2.90], [-3.50, 2.35, 3.76], [-4.15, 0.77, 3.24], [-2.67, 0.84, 4.23], [-2.45, 2.55, -0.10], [-3.83, 1.48, 0.15], [-3.70, 3.03, 1.05]], "lowdin_charge": [0.335, -0.355, -0.359, -0.170, 0.086, 0.105, -0.181, -0.218, 0.112, -0.181, 0.129, -0.209, 0.110, 0.102, -0.196, 0.106, 0.106, -0.186, 0.107, 0.105, 0.032, 0.106, -0.234, 0.584, -0.307, -0.221, -0.644, 0.049, 0.051, 0.043, 0.029, 0.034, 0.032, 0.047, 0.006, 0.046]}